DFT (ωB97M-V/def2-TZVPD) results for C6H8N2O in the gas phase in a non-equilibrium geometry.

Summary:
Structure (SMILES): CN1C(=O)[C@@]1(C)C=C=N
LUMO energy, Ha: 0.0221
Gap between HOMO and LUMO, Ha: 0.3509
Total energy, Ha: -418.0494

Geometry as ORCA input:
```
! RIJCOSX wB97M-V def2-TZVPD def2/J DEFGRID3
* xyz 0 1
C -0.43589 -2.10047 -0.32001
N -0.54932 -1.07214 0.61730
C -0.77987 -0.41775 1.67930
O -1.18753 -0.31870 2.75853
C -0.25729 0.37418 0.58491
C -1.30385 1.22298 -0.34002
C 1.21533 0.73861 0.64239
C 1.84992 1.08677 -0.44037
N 2.43340 1.63436 -1.37768
H 0.51014 -2.26645 -0.82645
H -0.73238 -3.05253 0.17674
H -1.13078 -1.88360 -1.10328
H -1.11497 2.32495 -0.13269
H -2.35407 1.02101 -0.10294
H -0.94962 0.98892 -1.31120
H 1.79384 0.63107 1.56286
H 2.99293 1.08879 -2.06739
*
```

***

DFT (ωB97M-V/def2-TZVPD) results for a molecular structure, C31H28N3O8P2SSe2Ti.

Summary:
LUMO energy, Ha: 0.0911
Gap between HOMO and LUMO, Ha: 0.2732
Total energy, Ha: -8697.7987

Geometry as ORCA input:
```
! RIJCOSX wB97M-V def2-TZVPD def2/J DEFGRID3
* xyz -1 1
Ti -2.85348 -1.62357 -0.18607
O -6.63905 -3.40082 -0.76937
C -6.08813 -2.29300 -0.32892
O -4.88916 -2.15117 -0.25622
C -7.00619 -1.17634 0.10766
O -6.27921 -0.06558 0.54589
C -5.79418 -0.15443 1.87845
C -4.49281 -0.95123 2.12916
O -4.49129 -1.75351 3.03848
O -3.45979 -0.63494 1.39195
H -5.88918 -4.03250 -0.96415
H -7.69427 -1.56055 0.87083
H -7.59711 -0.86882 -0.75688
H -5.61712 0.87249 2.20182
H -6.55718 -0.59918 2.52368
Se 4.40083 -2.73719 -0.69811
P 3.14234 -1.04815 -0.68807
C 3.77437 0.20617 0.46448
C 3.90425 1.55308 0.16064
C 4.43062 2.42848 1.10449
C 4.81090 1.96549 2.35188
C 4.67267 0.61649 2.66309
C 4.16773 -0.26033 1.72156
C 3.07691 -0.32239 -2.34882
C 1.98074 -0.56918 -3.16830
C 1.98550 -0.13181 -4.48596
C 3.08029 0.55636 -4.98612
C 4.18447 0.78803 -4.17436
C 4.19017 0.33598 -2.86654
C 1.43587 -1.36420 -0.23028
C 0.26933 -0.61460 -0.04199
N -0.71049 -1.55286 0.10097
N -0.17116 -2.77076 0.03313
N 1.10025 -2.68017 -0.18535
P -0.39350 1.08119 0.12406
Se -2.90735 -0.17605 -1.81573
C -0.18929 1.37111 1.92379
C -1.25407 1.96805 2.59144
C -1.17281 2.23506 3.95206
C -0.02777 1.89767 4.65756
C 1.03631 1.28957 4.00265
C 0.95403 1.02712 2.64463
C 0.79945 2.25732 -0.59766
C 1.33689 3.32175 0.12577
C 2.05961 4.31760 -0.51741
C 2.28482 4.24728 -1.88472
C 1.74223 3.19714 -2.61638
C 0.97701 2.23274 -1.98189
H 3.58097 1.93347 -0.79998
H 4.52341 3.47911 0.86047
H 5.21357 2.65232 3.08629
H 4.96892 0.24900 3.63780
H 4.08551 -1.31814 1.94120
H 1.11934 -1.09663 -2.77630
H 1.12661 -0.32589 -5.11611
H 3.08074 0.90455 -6.01186
H 5.04793 1.31154 -4.56617
H 5.06707 0.47995 -2.24679
H -2.15712 2.20006 2.03895
H -2.01060 2.69319 4.46320
H 0.03343 2.09766 5.72051
H 1.93052 1.01526 4.54984
H 1.78268 0.54853 2.13684
H 1.19645 3.36917 1.19802
H 2.46421 5.14259 0.05739
H 2.86589 5.01394 -2.38281
H 1.89928 3.13874 -3.68641
H 0.50518 1.45037 -2.56268
C -1.85542 -5.56832 -0.84552
S -3.10790 -4.32727 -0.74338
O -4.38407 -4.94463 -1.06846
O -2.71532 -3.23689 -1.66905
O -3.03358 -3.74947 0.60787
H -1.80754 -5.93513 -1.86817
H -2.11561 -6.37189 -0.16042
H -0.92753 -5.07800 -0.55511
*
```

***

DFT (ωB97M-V/def2-TZVPD) results for a molecular structure, C17H20Br2Cl2N4O4PdS2.

Summary:
LUMO energy, Ha: 0.1452
Gap between HOMO and LUMO, Ha: 0.1734
Total energy, Ha: -8172.5576

Geometry as ORCA input:
```
! RIJCOSX wB97M-V def2-TZVPD def2/J DEFGRID3
* xyz -2 1
Pd -1.30803 0.03149 0.11802
Br 4.66285 -0.25569 -2.49446
C 2.87987 -0.66945 -3.01118
C 2.63647 -1.81150 -3.75249
C 1.31229 -2.08013 -4.06110
N 0.28680 -1.32142 -3.69539
C 0.55065 -0.23077 -2.97573
C 1.84794 0.14169 -2.60959
C -0.58015 0.61640 -2.50793
C -0.50741 1.98690 -2.66701
C -1.53917 2.74697 -2.10559
Br -1.47633 4.64924 -2.29624
C -2.54886 2.16279 -1.40863
C -2.57165 0.72922 -1.32725
N -1.63259 -0.04290 -1.96869
H 3.43441 -2.47164 -4.06008
H 1.06797 -2.96743 -4.63849
H 1.99915 0.99575 -1.96486
H 0.32950 2.44326 -3.17498
H -3.32613 2.73812 -0.92715
H -3.51767 0.24418 -1.10414
C 3.72557 -1.51449 1.50074
N 2.52133 -2.27273 1.72100
C 2.54006 -3.29053 2.74492
C 1.13287 -3.47525 3.27632
C 0.19356 -3.84773 2.14286
N 0.57741 -3.23644 0.87032
C -0.51436 -3.19696 -0.09210
C 1.53617 -2.26674 0.76287
O 1.57085 -1.47695 -0.18423
H 4.00636 -0.98313 2.41280
H 3.55452 -0.79463 0.70574
H 4.56147 -2.16193 1.19652
H 3.20688 -2.94945 3.54117
H 2.95210 -4.23643 2.35197
H 0.79402 -2.52927 3.69803
H 1.11001 -4.25118 4.04548
H -0.81365 -3.49994 2.39047
H 0.16393 -4.93560 1.99040
H -1.33795 -2.57800 0.28351
H -0.16363 -2.79401 -1.03739
H -0.87862 -4.21811 -0.23857
Cl 1.15167 2.58060 0.34198
C 1.32810 1.48842 1.73651
Cl 2.72941 1.94524 2.74190
H 1.49356 0.48927 1.34889
H 0.40824 1.53639 2.31631
O -0.34681 -0.91272 2.65528
S -1.64156 -0.26749 3.04744
O -1.87847 -0.37703 4.48459
O -1.61288 1.14374 2.58237
S -3.10926 -1.20888 2.00525
*
```